(1)
Entry from OMol25: the molecule C4H5NO at a distorted geometry (ωB97M-V/def2-TZVPD).

Geometry (Å):
N (3.045, 0.276, 0.321)
C (2.139, -0.410, 0.103)
C (0.931, -1.203, -0.164)
C (-0.122, -0.498, 0.700)
C (-1.604, 1.113, 0.062)
O (-1.078, -0.203, -0.146)
H (1.096, -2.247, 0.106)
H (0.673, -1.115, -1.228)
H (-1.038, 1.561, 0.879)
H (-2.675, 1.115, 0.249)
H (-1.368, 1.611, -0.880)

Cartesian forces (eV/Å) of the 3 atoms listed first:
N -0.93 -0.75 -0.27
C 0.92 0.49 0.17
C 0.09 -0.19 0.04

The relative energy (zero: lowest compared OMol25 entry of this formula, charge and spin) is 88.0 kcal/mol. The calculation puts the total energy at -285.27435 hartree. Its HOMO energy is -9.20 eV. As for the spin multiplicity: 1. Its net charge is 0.

Löwdin atomic charge list, values in e, 5 entries: 0.148 -0.248 -0.178 -0.025 -0.054

---

(2)
Entry from OMol25: the ion C6H11O with charge +1 at a distorted geometry (ωB97M-V/def2-TZVPD).

Geometry (Å):
C (-0.270, -1.844, 0.290)
C (1.025, -1.327, -0.471)
C (-0.515, -0.810, 1.332)
C (0.864, 0.194, -0.264)
C (-0.345, 0.985, -0.513)
C (-0.348, 2.422, -0.626)
O (0.058, 0.475, 0.840)
H (-1.182, -1.876, -0.379)
H (-0.199, -2.979, 0.617)
H (1.868, -1.502, 0.217)
H (1.130, -1.684, -1.574)
H (-1.567, -0.616, 1.571)
H (0.018, -1.012, 2.240)
H (1.968, 0.800, -0.089)
H (-1.164, 0.475, -1.089)
H (-0.707, 2.511, -1.678)
H (0.631, 2.907, -0.430)
H (-1.266, 2.881, 0.006)

Cartesian forces (eV/Å) of the 3 atoms listed first:
C -0.66 -2.27 -2.10
C -1.21 0.42 0.26
C -0.97 -0.36 1.15

The relative energy (zero: lowest compared OMol25 entry of this formula, charge and spin) is 35.4 kcal/mol. The calculation puts the total energy at -310.08864 hartree. Its HOMO energy is -16.11 eV. As for the spin multiplicity: 1. Its net charge is +1.

Löwdin atomic charge list, values in e, 5 entries: -0.149 -0.064 -0.067 -0.213 -0.198

---

(3)
Entry from OMol25: a cluster of 2 separate species, C2H2FN3 in total at a distorted geometry (ωB97M-V/def2-TZVPD).

Geometry (Å):
C (1.862, 0.266, -0.157)
C (0.702, 0.576, -1.061)
N (2.852, -0.228, -0.029)
N (-0.260, 0.434, -1.675)
N (-1.637, -0.462, 0.700)
F (-0.345, -0.551, 1.402)
H (-1.729, 0.393, 1.152)
H (-1.444, -0.428, -0.333)

Cartesian forces (eV/Å) of the 3 atoms listed first:
C -6.72 2.74 -4.10
C 1.90 -1.28 2.53
N 4.65 -2.00 1.48

The relative energy (zero: lowest compared OMol25 entry of this formula, charge and spin) is 93.5 kcal/mol. The calculation puts the total energy at -341.37771 hartree. Its HOMO energy is -10.84 eV. As for the SMILES: N#CC#N.NF. As for the spin multiplicity: 1. Its net charge is 0.

Löwdin atomic charge list, values in e, 5 entries: -0.174 -0.146 0.192 0.159 0.091

---

(4)
Entry from OMol25: a cluster of 2 separate species, C5H9Cl2O2P in total at a distorted geometry (ωB97M-V/def2-TZVPD).

Geometry (Å):
C (1.266, -1.065, 1.040)
C (0.580, 1.339, 1.404)
C (-2.161, -0.117, -1.362)
C (1.554, 0.670, -0.910)
C (0.969, 0.255, 0.487)
O (0.883, -1.541, 2.074)
O (-0.964, -2.508, -0.593)
P (-1.110, -1.116, -0.153)
Cl (1.232, -0.638, -2.116)
Cl (-2.005, -0.887, 1.537)
H (2.048, -1.587, 0.481)
H (1.044, 1.160, 2.376)
H (-0.496, 1.498, 1.605)
H (0.813, 2.334, 0.996)
H (-2.090, 1.021, -1.277)
H (-1.893, -0.567, -2.252)
H (-3.225, -0.568, -1.054)
H (2.562, 0.834, -1.073)
H (0.993, 1.485, -1.209)

Cartesian forces (eV/Å) of the 3 atoms listed first:
C 1.65 0.51 -0.73
C -0.74 1.03 0.02
C -2.40 0.00 3.39

The relative energy (zero: lowest compared OMol25 entry of this formula, charge and spin) is 0.0 kcal/mol. The calculation puts the total energy at -1608.01241 hartree. Its HOMO energy (alpha / beta) is -6.74 / -10.04 eV. As for the spin multiplicity: 3. Its net charge is 0.

Löwdin atomic charge list, values in e, 5 entries: -0.385 -0.077 -0.229 -0.456 -0.368

---

(5)
Entry from OMol25: the ion C4H9N2O2 with charge -1 at a distorted geometry (ωB97M-V/def2-TZVPD).

Geometry (Å):
C (0.470, -0.479, -0.073)
N (1.199, 0.050, -1.250)
C (0.510, -0.424, -2.497)
O (-0.294, -1.436, -2.254)
C (-0.703, 0.402, 0.291)
N (-0.566, 0.984, 1.621)
C (-0.982, 0.302, 2.739)
O (-1.067, 0.935, 3.818)
H (0.286, -1.535, -0.043)
H (1.399, -0.380, 0.740)
H (2.222, -0.059, -1.363)
H (1.330, -0.824, -3.091)
H (0.072, 0.410, -2.893)
H (-1.541, -0.217, 0.213)
H (-0.898, 1.088, -0.539)
H (-0.338, 1.952, 1.811)
H (-1.100, -0.770, 2.769)

Cartesian forces (eV/Å) of the 3 atoms listed first:
C 5.57 1.29 1.66
N -0.08 0.29 0.02
C 1.55 -3.07 1.37

The relative energy (zero: lowest compared OMol25 entry of this formula, charge and spin) is 82.2 kcal/mol. The calculation puts the total energy at -417.75159 hartree. Its HOMO energy is -2.54 eV. As for the SMILES: O=CNCCNC[O-]. As for the spin multiplicity: 1. Its net charge is -1.

Löwdin atomic charge list, values in e, 5 entries: -0.279 -0.099 -0.578 -0.319 -0.205

---

(6)
Entry from OMol25: a structure of composition C34H43N6O5Ti at a distorted geometry (ωB97M-V/def2-TZVPD).

Geometry (Å):
Ti (0.474, 0.529, -0.214)
C (-1.446, -1.551, 0.998)
O (-0.306, -1.455, 0.137)
C (0.466, -2.651, 0.116)
C (1.967, -2.341, -0.083)
O (2.135, -0.962, -0.372)
C (3.397, -0.403, -0.012)
C (3.426, 1.011, -0.560)
O (2.260, 1.696, -0.110)
C (2.174, 3.015, -0.675)
H (-2.118, -2.338, 0.648)
H (-1.952, -0.589, 0.972)
H (-1.137, -1.758, 2.024)
H (0.100, -3.297, -0.686)
H (0.338, -3.176, 1.064)
H (2.359, -2.937, -0.911)
H (2.532, -2.605, 0.815)
H (4.216, -0.981, -0.450)
H (3.506, -0.390, 1.076)
H (3.443, 0.992, -1.655)
H (4.320, 1.524, -0.198)
H (3.040, 3.604, -0.369)
H (1.266, 3.471, -0.296)
H (2.129, 2.961, -1.765)
C (-4.668, -2.558, 5.249)
O (-3.660, -2.201, 6.173)
C (-3.155, -0.946, 6.105)
C (-3.493, -0.013, 5.131)
C (-2.898, 1.239, 5.139)
C (-1.985, 1.591, 6.130)
C (-1.694, 0.663, 7.135)
C (-2.248, -0.596, 7.107)
N (-1.431, 2.882, 6.261)
N (-1.110, 3.591, 5.293)
C (-0.958, 3.137, 3.977)
C (-1.512, 3.918, 2.970)
C (-1.444, 3.560, 1.631)
C (-0.758, 2.413, 1.253)
O (-0.644, 1.977, -0.004)
C (-0.115, 1.647, 2.250)
N (0.566, 0.544, 1.780)
C (1.206, -0.211, 2.695)
C (1.266, 0.116, 4.042)
C (0.601, 1.228, 4.516)
C (-0.174, 1.999, 3.619)
H (-4.959, -3.573, 5.501)
H (-4.297, -2.532, 4.220)
H (-5.540, -1.904, 5.335)
H (-4.219, -0.244, 4.364)
H (-3.177, 1.967, 4.388)
H (-1.010, 0.949, 7.924)
H (-2.013, -1.334, 7.864)
H (-2.060, 4.803, 3.268)
H (-1.925, 4.166, 0.874)
H (1.692, -1.110, 2.333)
H (1.835, -0.511, 4.714)
H (0.687, 1.506, 5.555)
N (0.800, 0.503, -2.161)
C (1.232, -0.031, -3.103)
N (1.815, -0.615, -4.108)
C (1.504, -0.293, -5.505)
C (2.788, 0.023, -6.264)
C (3.795, -1.119, -6.120)
C (4.077, -1.387, -4.641)
C (2.779, -1.700, -3.905)
H (0.813, 0.545, -5.520)
H (1.002, -1.153, -5.957)
H (3.223, 0.946, -5.872)
H (2.541, 0.187, -7.314)
H (4.721, -0.871, -6.638)
H (3.391, -2.024, -6.584)
H (4.542, -0.504, -4.194)
H (4.765, -2.226, -4.526)
H (2.954, -1.818, -2.836)
H (2.348, -2.629, -4.294)
N (-2.096, 0.240, -1.642)
C (-2.170, -0.052, -3.017)
C (-2.204, -1.380, -3.443)
C (-2.319, -1.683, -4.790)
C (-2.403, -0.668, -5.733)
C (-2.346, 0.654, -5.316)
C (-2.223, 0.963, -3.970)
H (-2.217, 1.223, -1.442)
H (-2.760, -0.315, -1.122)
H (-2.157, -2.171, -2.702)
H (-2.360, -2.719, -5.103)
H (-2.513, -0.905, -6.784)
H (-2.424, 1.453, -6.043)
H (-2.196, 1.996, -3.642)

Cartesian forces (eV/Å) of the 3 atoms listed first:
Ti 0.47 -2.01 0.07
C -0.13 -0.02 0.03
O -0.07 -0.64 0.16

The relative energy (zero: lowest compared OMol25 entry of this formula, charge and spin) is 24.0 kcal/mol. The calculation puts the total energy at -2875.36059 hartree. Its HOMO energy (alpha / beta) is -7.62 / -9.20 eV. As for the spin multiplicity: 3. Its net charge is +1.

Löwdin atomic charge list, values in e, 5 entries: 0.876 -0.054 -0.304 -0.124 -0.129